1.
ORCA calculation (ωB97M-V/def2-TZVPD) on a cluster of 5 separate species, C49H109F2NO7P3S2 in total at a distorted geometry.

Geometry as XYZ:
```
173
Properties=species:S:1:pos:R:3:forces:R:3
H -16.793 9.543 10.364 0.156 0.099 0.244
C -10.412 15.968 11.610 -0.562 1.142 -0.073
H -17.527 11.284 8.455 0.009 -0.160 -0.067
H -15.092 14.117 8.889 -0.002 0.022 -0.039
H -15.623 16.502 11.493 -0.366 -0.174 -0.055
H -22.965 7.783 7.706 0.100 0.110 0.088
H -11.034 11.715 -1.730 0.454 0.363 0.082
H -18.842 11.242 5.241 0.150 0.190 0.302
C -13.549 17.325 5.024 -1.053 0.590 -1.238
H -12.044 15.992 7.827 0.057 -0.328 -0.185
H -22.402 5.404 7.511 0.267 0.235 0.080
H -13.675 16.409 4.446 -0.248 0.010 0.094
H -17.750 8.546 4.535 -0.325 -0.425 0.037
H -18.345 7.604 7.247 0.240 -0.217 0.152
H -14.105 11.464 1.969 0.056 -0.005 -0.006
O -20.071 15.094 5.180 -0.634 -1.343 0.488
H -23.009 8.061 6.041 0.511 -0.020 -0.442
H -22.265 5.513 5.764 0.150 0.259 -0.088
H -11.370 14.996 9.998 -0.409 -0.112 0.146
C -13.861 11.462 12.138 -0.297 0.489 0.641
H -11.131 13.928 12.268 -0.595 0.443 -0.760
C -15.611 16.924 10.485 1.264 0.427 0.286
H -10.366 14.029 2.459 -0.380 -0.151 -0.342
H -13.135 14.095 2.519 0.403 -0.220 -0.489
H -9.285 11.129 0.415 -0.259 0.614 0.357
C -17.945 15.937 10.267 0.721 0.355 -0.312
H -10.448 16.964 12.069 -0.156 -0.104 0.270
H -18.540 8.955 2.326 0.144 -0.143 0.128
C -14.118 11.651 3.046 -0.599 -0.065 -0.048
O -16.117 15.220 6.071 -0.145 -0.805 0.143
H -14.689 11.694 10.133 -0.259 0.106 0.125
H -9.776 13.147 8.364 0.044 0.076 0.062
C -19.332 10.975 9.651 0.209 -0.239 0.660
H -19.922 11.555 3.112 -0.127 -0.104 0.088
H -9.945 14.767 7.693 -0.307 -0.030 0.033
H -17.201 12.736 10.157 0.458 -0.262 0.145
H -12.665 17.642 10.748 -0.095 0.057 -0.405
C -22.446 7.495 6.785 -0.430 0.139 0.784
H -10.941 16.569 9.566 -0.015 0.417 0.277
H -12.015 16.604 2.951 -0.162 -0.459 0.399
H -14.547 17.638 5.342 0.105 -0.451 0.635
C -16.973 17.038 9.796 -0.757 0.280 -0.287
H -17.254 10.585 5.734 0.130 0.124 -0.789
H -13.349 14.003 9.008 0.019 0.310 -0.196
C -16.405 8.539 7.618 -0.392 -0.940 -1.255
N -22.331 14.345 6.349 2.931 -0.521 -2.630
H -16.040 7.950 10.149 -0.207 0.019 0.211
C -11.230 15.981 2.525 0.868 0.555 -0.896
H -19.983 10.675 1.588 0.053 0.022 -0.014
H -19.729 11.882 11.591 -0.017 -0.469 -0.058
H -17.481 15.444 12.335 -0.027 0.231 0.286
C -12.113 11.384 5.220 0.170 0.538 -0.172
H -11.530 15.273 13.372 -0.128 -0.013 -0.134
C -13.945 16.962 8.062 0.549 -0.469 0.499
H -19.191 15.693 11.943 0.249 -0.545 0.251
H -20.975 9.931 6.082 0.098 -0.569 -0.472
H -19.694 13.001 10.326 0.294 0.095 -0.353
H -15.083 17.876 10.659 -0.671 0.429 -0.034
H -10.237 11.625 2.800 -0.006 0.265 -0.153
C -11.053 14.576 3.113 0.199 0.303 -0.111
C -22.700 5.994 6.641 -0.429 -0.139 -0.075
H -8.845 13.650 6.994 -0.223 -0.249 -0.494
H -15.032 9.228 10.725 -0.216 0.420 0.146
H -12.086 10.296 5.158 -0.071 -0.002 -0.404
C -11.450 15.965 1.003 -0.244 -0.325 0.052
H -13.529 14.127 11.549 -0.091 0.133 0.072
H -10.312 16.549 2.700 0.053 -0.076 0.121
C -12.404 13.901 3.309 -0.081 -0.621 0.835
H -14.927 17.024 7.593 0.087 0.136 -0.191
H -18.903 15.936 9.749 0.126 0.486 -0.227
H -9.940 14.566 13.152 -0.022 0.601 0.363
H -14.110 9.046 2.334 -0.418 -0.105 -0.044
C -19.176 12.105 10.675 -0.202 0.377 0.288
H -15.954 7.913 3.832 0.096 -0.117 -0.411
H -13.369 10.489 12.132 -0.064 -0.028 -0.630
H -12.950 14.339 4.154 0.179 -0.227 0.318
H -11.172 10.209 2.708 -0.389 -0.042 0.031
H -16.863 17.180 8.718 0.041 -0.744 -0.110
C -12.473 17.149 6.049 0.313 0.221 0.047
H -20.388 10.761 9.489 -0.054 0.243 -0.062
S -21.608 13.631 7.510 -0.966 -1.040 5.434
O -20.711 12.664 5.030 0.009 1.059 0.811
H -10.240 9.736 0.400 -0.222 -0.022 0.168
C -10.808 11.897 5.817 0.440 0.126 1.716
P -14.164 16.176 9.667 -0.347 -0.757 -0.428
H -13.141 9.116 3.721 -0.006 -0.059 0.150
H -17.724 13.300 11.729 -0.115 0.091 -0.105
C -18.629 9.783 3.030 -0.104 0.192 0.183
H -12.406 11.350 0.571 -0.014 -0.795 0.237
H -18.897 12.129 7.822 -0.233 0.020 0.172
C -10.830 14.923 12.615 1.190 -1.096 1.101
H -9.486 10.782 -1.878 0.043 0.384 0.023
C -10.443 10.872 -1.369 -0.834 -0.562 -0.032
H -17.224 11.669 11.653 0.068 -0.374 -0.475
H -11.327 14.006 5.935 -0.131 -0.099 -0.075
H -11.018 10.011 -1.725 -0.016 -0.041 0.127
H -12.943 11.636 5.886 -0.090 0.197 -0.164
H -13.519 17.931 8.342 -0.415 0.302 -0.238
C -9.844 13.713 7.431 0.102 -0.405 0.604
H -18.924 10.085 10.144 0.001 -0.183 -0.158
H -20.768 9.987 3.000 -0.125 0.164 0.025
F -21.930 14.359 3.933 -0.057 -0.108 0.431
H -19.530 8.723 4.669 0.050 -0.089 0.149
F -22.366 14.357 8.718 -0.229 -0.069 -0.317
C -18.609 11.197 8.320 -0.243 0.690 0.116
H -18.222 8.311 8.862 -0.034 -0.074 0.000
C -20.640 9.346 6.947 -0.086 1.589 1.034
H -16.218 8.843 6.581 -0.061 0.622 0.162
H -13.341 18.127 4.308 0.564 -0.160 -0.036
H -14.440 6.970 3.748 0.003 0.064 -0.225
H -14.672 12.582 3.191 -0.148 -0.110 0.201
H -16.131 7.488 7.470 0.467 -0.033 0.852
C -19.900 10.561 2.669 0.265 -0.179 0.133
H -15.857 10.486 3.669 0.084 0.214 -0.304
H -11.228 12.535 0.698 -0.190 0.251 0.561
C -13.986 12.205 10.795 0.624 -0.859 -0.037
C -17.938 8.440 7.818 -0.072 0.915 -0.507
H -11.566 16.968 0.592 -0.112 0.039 0.139
C -14.198 9.132 3.423 0.884 -0.007 -0.592
C -14.238 14.378 9.522 -0.237 -0.145 0.054
H -14.822 11.305 12.634 -0.117 0.086 -0.132
H -10.460 14.607 4.031 -0.447 0.143 0.307
H -23.780 5.845 6.574 0.006 -0.037 -0.112
H -20.393 7.370 6.174 -0.052 -0.005 -0.111
C -12.900 16.232 7.196 -0.430 0.585 -0.365
C -10.296 10.804 0.159 0.141 -1.335 -0.354
H -14.839 7.968 5.126 0.252 0.038 -0.012
C -17.730 12.434 11.063 -0.572 0.582 -0.009
O -21.965 12.249 7.715 0.273 0.136 -0.366
H -17.518 17.955 10.039 0.647 0.287 0.504
C -11.221 11.277 2.471 -0.036 -0.147 0.234
C -14.773 10.495 3.792 -0.029 -0.623 0.653
H -20.683 7.323 7.865 0.343 0.523 0.249
C -16.017 13.964 6.023 1.726 1.083 0.151
C -11.357 16.013 10.410 0.343 -1.037 -0.551
O -14.940 13.323 5.876 -0.341 -0.590 -0.026
H -11.907 12.980 7.208 0.125 0.350 0.332
P -12.451 12.066 3.562 0.062 0.183 -0.350
P -18.881 9.871 7.163 -0.587 -0.858 -0.187
H -11.619 16.734 5.503 0.172 -0.114 0.306
H -13.022 12.049 10.297 0.079 0.365 -0.136
C -15.507 9.289 8.600 -0.107 -0.328 0.474
C -20.967 7.870 6.963 -0.151 -1.011 -0.886
C -14.881 7.922 4.033 -0.464 0.272 0.678
C -18.175 16.070 11.776 -1.350 -1.018 0.041
H -13.370 15.354 6.743 0.119 -0.276 0.320
H -14.632 10.625 4.869 -0.117 0.238 0.021
H -14.492 8.897 8.495 0.034 0.093 -0.335
H -15.266 13.822 11.373 -0.019 0.206 -0.019
H -10.544 11.224 6.642 0.165 -0.463 -0.427
H -21.210 9.922 7.688 0.098 -0.352 0.360
C -14.292 13.704 10.891 0.094 -0.738 0.363
H -9.354 15.926 11.347 -0.142 -0.596 -0.446
O -17.190 13.257 6.182 -0.001 1.088 -0.368
C -11.403 11.486 0.977 1.147 1.405 -1.046
C -11.022 13.193 6.603 -0.059 0.851 -0.891
H -13.131 16.456 11.771 0.363 -0.902 0.070
H -15.456 10.354 8.368 -0.102 0.043 -0.017
C -18.296 10.336 5.519 -0.678 -0.182 0.504
C -12.756 16.545 10.745 -0.138 1.466 0.204
C -18.591 9.240 4.476 0.979 0.398 -0.431
H -17.526 14.963 10.003 0.024 -0.111 0.304
H -10.637 15.502 0.441 0.140 -0.078 0.236
H -17.766 14.054 6.113 -0.617 -0.852 0.270
C -15.879 9.030 10.071 0.135 -0.615 -0.746
H -13.262 12.033 12.855 -0.014 0.233 -0.123
H -12.151 18.130 6.412 0.057 -0.092 0.215
S -21.071 14.056 5.233 -1.070 1.708 -2.737
O -20.242 13.966 7.843 0.091 -0.068 -0.880
H -17.749 10.419 2.902 -0.023 0.011 -0.204
H -9.932 11.930 5.168 -0.197 0.029 -0.274
H -18.305 17.048 12.241 0.782 0.364 -0.522
H -12.354 15.397 0.768 -0.062 0.100 -0.140
```
Forces are in eV/Å.

Properties
- total charge = +1
- largest force on an atom (eV/A) = 5.62
- HOMO level (eV) = -10.1
- M (g/mol) = 1019.46
- energy above the lowest of the compared OMol25 structures with the same formula, charge and spin (kJ/mol) = 248.1



2.
ORCA calculation (ωB97M-V/def2-TZVPD) on a structure of composition C27H44N6O4ReS.

Geometry as XYZ:
```
83
Properties=species:S:1:pos:R:3:forces:R:3
H -3.120 1.085 0.563 0.001 0.012 -0.025
H 4.094 0.043 -3.112 0.006 -0.007 0.048
H -2.774 0.000 2.852 -0.012 -0.037 -0.024
H 2.063 1.049 -5.177 -0.013 -0.003 -0.010
C -0.943 -0.824 3.670 -0.166 -0.025 0.077
H -2.644 -1.167 0.734 0.067 -0.057 0.013
H -5.340 2.064 1.260 0.034 0.009 0.014
H 1.360 -0.326 7.659 -0.004 0.006 0.003
H -2.862 -4.103 -1.827 -0.003 0.002 -0.006
C -2.107 -3.734 -2.525 0.008 0.039 -0.044
C 2.235 -0.024 -5.272 0.096 0.017 -0.009
N 0.056 -4.683 -1.717 -0.074 0.059 0.040
C 1.175 -4.275 -1.029 0.053 0.005 -0.025
H 3.897 0.950 3.099 -0.046 -0.048 -0.193
C -0.778 -3.640 -1.864 0.005 -0.062 0.012
H 5.741 1.832 4.320 -0.004 -0.001 -0.001
N 1.103 -0.050 -1.754 -0.148 0.208 -0.059
H 4.799 2.029 5.786 -0.005 0.008 -0.007
H 3.310 -0.198 -5.220 -0.011 -0.007 -0.018
H 4.001 1.131 -0.635 0.002 -0.002 -0.007
C -1.718 0.288 2.946 -0.001 -0.037 -0.045
H -5.060 -0.312 1.391 0.021 -0.027 -0.016
C 3.264 2.925 3.715 -0.017 0.098 0.072
C 1.822 1.142 1.606 -0.173 -0.334 0.267
H 4.071 3.433 3.183 0.001 -0.007 -0.012
C -5.058 0.151 0.405 -0.072 0.057 0.049
H -6.756 1.333 0.835 -0.025 -0.014 0.020
H 1.896 -0.344 -6.259 -0.006 -0.018 0.013
H 2.348 3.019 3.127 0.048 0.056 0.107
O -1.136 1.548 -0.670 0.294 -0.148 0.077
H -0.615 -1.137 -3.676 -0.062 -0.051 0.083
H 2.869 -2.483 -4.203 0.005 0.025 -0.006
H -0.301 -0.893 -5.384 0.019 -0.021 0.010
H 1.660 -2.259 -0.301 -0.005 0.004 -0.009
C 3.190 0.671 -1.173 -0.012 0.007 -0.096
C 0.277 -0.557 5.827 0.004 -0.014 -0.043
N 1.190 0.566 2.490 0.246 -0.097 -0.150
H -2.073 -4.423 -3.367 0.005 -0.006 0.003
H -1.540 -2.461 2.368 0.024 0.029 0.018
C 2.430 0.494 6.001 0.049 -0.046 -0.020
O 1.164 1.070 0.283 -0.022 0.395 0.182
H -0.118 -5.612 -2.065 0.011 -0.025 -0.008
C 0.256 -0.330 4.460 0.123 0.024 -0.077
C -0.006 -0.564 -4.385 0.018 0.074 -0.020
H -0.011 -2.741 3.192 -0.025 -0.001 0.016
H 3.267 0.791 6.616 -0.045 -0.010 -0.008
H 1.504 -2.651 -5.314 0.002 0.015 0.012
N -2.843 -0.822 -0.206 -0.048 0.014 -0.097
C 3.640 1.471 4.024 0.007 -0.006 0.019
H -0.264 0.494 -4.298 0.015 -0.018 0.050
C 1.354 -0.144 6.592 -0.015 -0.019 0.059
S -0.058 2.450 -0.171 -0.114 -0.535 -0.286
H -3.676 0.886 -1.091 -0.018 -0.035 -0.012
C 1.803 -2.293 -4.326 -0.020 -0.005 -0.004
C 1.951 -0.286 -2.828 -0.042 -0.149 0.082
H -1.685 1.234 3.485 -0.017 -0.003 0.042
C 4.901 1.425 4.883 0.035 0.057 -0.002
C 2.461 0.748 4.634 -0.136 -0.017 0.040
H 1.274 -2.879 -3.573 -0.041 -0.052 0.038
Re -0.827 -0.539 -1.199 0.487 0.221 0.139
C 1.349 0.339 3.872 -0.079 0.196 -0.128
C -0.618 -1.974 2.711 0.034 0.060 -0.062
N -0.231 -2.568 -1.305 -0.198 0.129 -0.112
C 3.224 0.093 -2.477 0.046 0.186 0.034
C 1.490 -0.798 -4.178 -0.014 -0.070 0.009
H -1.300 0.468 1.953 0.009 0.032 0.005
H -5.657 -0.453 -0.275 0.033 -0.017 -0.013
C -3.647 0.408 -0.110 -0.013 0.014 0.019
H -1.620 -1.234 4.425 0.034 0.028 0.021
H 1.986 -4.942 -0.801 0.006 0.018 -0.002
H -2.404 -2.758 -2.906 0.003 -0.004 0.023
C 0.998 -2.958 -0.783 0.001 -0.025 0.004
H -5.791 1.997 -0.324 0.002 0.001 -0.031
H 5.156 0.406 5.179 -0.003 0.001 -0.024
N -5.783 1.470 0.554 0.007 0.004 -0.004
H 3.096 3.459 4.652 0.014 0.009 -0.007
H 2.728 1.724 1.527 0.069 -0.027 0.013
O -0.327 2.981 1.113 -0.007 0.105 0.057
H -0.556 -1.066 6.295 0.011 -0.001 0.009
C 1.887 0.559 -0.812 -0.215 -0.233 -0.140
H -3.345 -1.557 -0.697 -0.046 0.005 0.013
O 0.654 3.139 -1.175 -0.003 0.102 0.047
H -0.073 -1.605 1.838 0.024 -0.012 0.008
```
Forces are in eV/Å.

Properties
- total charge = +2
- largest force on an atom (eV/A) = 0.62
- 2S+1 = 4
- HOMO level (alpha / beta) (eV) = -12.3 / -12.1
- M (g/mol) = 734.96
- energy above the lowest of the compared OMol25 structures with the same formula, charge and spin (kJ/mol) = 525.1
- expectation value of S² = 3.7621



3.
ORCA calculation (ωB97M-V/def2-TZVPD) on the ion C27H37N2O3 with charge +1.

Geometry as XYZ:
```
69
Properties=species:S:1:pos:R:3:forces:R:3
H 0.069 3.419 -3.246 -0.035 0.066 -0.002
C 2.670 -0.818 2.315 -0.057 0.102 -0.030
H 2.178 -4.011 -0.714 0.122 0.030 0.078
H 1.608 0.948 2.916 -0.057 0.068 0.121
H -3.344 8.044 -1.502 -0.031 0.080 -0.060
C -1.600 -3.267 1.061 0.293 0.060 0.171
C 1.714 -5.715 -1.943 0.274 0.148 0.126
C -1.101 -1.331 2.686 -0.212 0.117 -0.064
O 1.087 2.008 0.686 -0.014 0.127 0.064
H -3.134 -0.578 2.780 0.065 0.073 -0.090
N -1.002 3.906 0.552 0.404 0.069 -0.520
C 2.957 -1.098 -0.044 0.024 -0.059 0.093
C -2.224 -0.426 2.194 0.029 -0.780 -0.163
H 2.138 0.415 -1.298 -0.027 0.053 -0.104
C -1.429 -2.814 2.512 -0.082 0.140 -0.155
H -2.433 -0.589 1.135 -0.042 0.047 0.178
H -0.127 -1.988 0.124 0.111 0.088 0.017
H 0.916 -2.331 -2.100 -0.038 0.083 -0.077
H 0.369 -3.645 -3.142 0.043 0.071 -0.074
H -0.277 3.027 2.311 -0.225 0.081 -0.053
C 0.212 4.396 -2.785 0.442 -0.114 -0.552
H -1.970 3.569 2.353 0.091 0.002 -0.095
H 2.867 -7.538 -1.835 0.083 -0.118 0.015
H 3.787 -6.139 -2.387 0.116 0.009 -0.048
H 3.690 -2.475 1.418 0.060 -0.103 0.009
H -1.419 -3.127 -1.657 -0.077 -0.060 0.007
C 1.896 -4.211 -1.750 -0.295 -0.066 -0.216
C 3.014 -6.470 -1.697 -0.246 -0.001 -0.057
H -3.986 7.439 0.776 -0.066 0.045 0.065
H -2.982 5.508 1.919 -0.031 -0.029 0.116
H -1.667 6.743 -2.746 0.029 0.033 -0.118
C -3.248 6.842 0.265 0.022 -0.086 0.073
H -2.450 -2.756 0.605 -0.094 -0.041 -0.081
H 1.369 -5.908 -2.961 -0.105 -0.010 -0.014
C 0.656 -3.394 -2.118 -0.014 -0.121 0.124
C -1.199 3.112 1.733 -0.067 -0.824 0.492
C -1.648 1.694 1.321 0.031 0.664 -0.097
H 0.495 -3.540 0.682 0.127 0.033 0.084
H -0.619 -3.389 2.965 -0.033 -0.055 0.081
H 1.631 2.801 -1.140 -0.169 -0.026 0.053
H -0.184 -1.088 2.147 -0.022 0.040 0.025
H 3.368 -6.302 -0.681 0.087 -0.012 0.105
C -1.378 5.368 -1.100 -0.608 0.216 0.752
C -0.234 3.582 -0.494 0.168 0.028 0.060
H 1.281 4.594 -2.690 -0.074 0.029 -0.005
H -2.344 -3.043 3.063 0.010 -0.076 0.117
C -1.943 6.462 -1.743 0.057 -0.070 0.004
C -1.747 5.020 0.210 -0.150 0.632 -0.692
H 2.722 -3.882 -2.385 0.102 0.019 0.053
C -0.355 -3.053 0.201 -0.404 -0.201 -0.150
C 2.270 0.083 -0.280 -0.165 0.309 -0.117
H 0.263 1.649 -1.176 0.074 0.199 0.058
H -1.837 -4.333 1.070 -0.094 -0.017 -0.056
H -0.775 -4.680 -1.145 -0.111 -0.073 -0.008
O -1.851 0.954 2.379 0.108 0.242 0.414
C -2.691 5.759 0.913 0.038 -0.057 -0.014
C 0.739 2.456 -0.592 0.268 -0.463 -0.397
O -1.784 1.382 0.167 -0.059 -0.172 -0.088
C 1.987 0.362 2.093 -0.028 0.214 -0.149
C -2.881 7.188 -1.038 0.070 -0.037 -0.077
C 1.783 0.813 0.793 0.088 -0.190 0.171
H -0.929 -1.124 3.744 0.072 0.051 0.021
H -0.227 5.154 -3.428 0.009 -0.064 0.050
C -0.551 -3.615 -1.206 0.257 0.245 0.010
C 3.155 -1.555 1.245 0.058 -0.085 -0.080
H 3.338 -1.659 -0.882 0.028 -0.077 -0.096
N -0.433 4.443 -1.499 -0.043 -0.364 0.733
H 0.952 -6.088 -1.257 -0.101 -0.035 -0.046
H 2.822 -1.162 3.326 0.017 -0.028 0.108
```
Forces are in eV/Å.

Properties
- total charge = +1
- largest force on an atom (eV/A) = 0.99
- HOMO level (eV) = -11.5
- M (g/mol) = 437.60
- energy above the lowest of the compared OMol25 structures with the same formula, charge and spin (kJ/mol) = 14.2



- Among the records above, which one has the highest largest force on an atom?
  C49H109F2NO7P3S2